No. 1
DFT (ωB97M-V/def2-TZVPD) results for a cluster of 2 separate species, C4H15N3O in total.

Element x y z (Å)
N1 -2.103 0.926 0.775
C1 -1.897 0.514 -0.633
C2 -1.459 -0.940 -0.708
N2 -0.476 -1.129 -1.772
H1 -2.511 0.157 1.296
H2 -2.750 1.701 0.833
H3 -2.798 0.728 -1.212
H4 -1.097 1.124 -1.061
H5 -1.092 -1.248 0.282
H6 -2.324 -1.571 -0.931
H7 0.389 -0.659 -1.507
H8 -0.218 -2.105 -1.860
N3 2.497 -0.716 -0.480
C3 1.841 -0.348 0.779
C4 1.329 1.088 0.745
O1 0.459 1.317 1.826
H9 3.332 -0.156 -0.610
H10 2.793 -1.683 -0.434
H11 2.506 -0.422 1.648
H12 0.989 -1.008 0.943
H13 0.853 1.302 -0.219
H14 2.182 1.775 0.817
H15 -0.444 1.353 1.480

## Properties
Structure (SMILES): NCCN.NCCO
DFT total energy: -10908.6903 eV
HOMO energy: -9.164 eV
ΔE to the lowest compared entry with this formula, charge and spin: 0.849 eV
F_max: 0.667 eV/A

No. 2
DFT (ωB97M-V/def2-TZVPD) results for an isolated molecule of C3H6O3S.

Element x y z (Å)
C1 0.397 -1.629 0.130
S1 0.858 -0.056 -0.790
O1 0.325 -0.015 -2.139
O2 2.280 0.071 -0.733
C2 0.090 1.385 0.083
C3 -1.516 1.445 -0.670
O3 -2.384 0.711 -0.370
H1 -0.677 -1.722 0.332
H2 0.937 -2.483 -0.497
H3 1.137 -1.321 0.897
H4 0.218 1.101 1.177
H5 0.580 2.257 -0.220
H6 -1.432 2.216 -1.504

## Properties
Structure (SMILES): CS(=O)(=O)CC=O
DFT total energy: -20183.3783 eV
HOMO energy: -10.154 eV
ΔE to the lowest compared entry with this formula, charge and spin: 1.547 eV
F_max: 4.319 eV/A